# 1
ORCA calculation (ωB97M-V/def2-TZVPD) on a structure of composition C28H43BrGeI2N3O5Si3Ti.

```
87
Properties=species:S:1:pos:R:3
Ti 0.591 -1.275 -0.358
O -0.030 -2.103 1.314
N 0.647 -2.030 2.462
N 1.729 -1.258 2.232
O 1.908 -0.738 1.001
C 2.685 -1.055 3.186
C 3.891 -0.408 2.864
C 4.833 -0.180 3.848
C 4.621 -0.582 5.164
C 3.432 -1.235 5.473
C 2.468 -1.478 4.513
H 4.073 -0.115 1.839
H 5.758 0.317 3.577
H 5.366 -0.397 5.927
H 3.247 -1.565 6.490
H 1.547 -1.985 4.758
C -4.046 1.781 0.783
Si -2.995 0.459 -0.082
C -3.664 0.212 -1.819
C -3.186 -1.085 0.972
Ge -0.691 1.133 -0.260
Si -0.637 2.933 -1.843
C -2.146 4.036 -1.492
C -0.803 2.484 -3.653
C 0.896 4.006 -1.607
Si -0.066 2.084 1.848
C -0.975 3.737 2.064
C 1.762 2.492 2.000
C -0.566 0.931 3.257
H -5.099 1.476 0.761
H -3.967 2.761 0.312
H -3.750 1.881 1.831
H -4.696 -0.153 -1.798
H -3.056 -0.500 -2.380
H -3.648 1.158 -2.368
H -4.221 -1.444 0.949
H -2.924 -0.864 2.010
H -2.528 -1.889 0.650
H -3.062 3.514 -1.783
H -2.089 4.960 -2.079
H -2.235 4.308 -0.439
H -1.673 1.851 -3.828
H 0.053 1.930 -4.041
H -0.910 3.413 -4.226
H 0.897 4.487 -0.624
H 0.907 4.789 -2.373
H 1.818 3.427 -1.699
H -0.612 4.466 1.335
H -0.796 4.144 3.065
H -2.053 3.630 1.924
H 2.071 3.271 1.299
H 2.365 1.603 1.815
H 1.973 2.828 3.021
H -1.490 1.278 3.729
H 0.220 0.892 4.018
H -0.722 -0.094 2.918
O -0.515 -0.616 -4.016
H -1.123 -1.362 -3.872
H 0.061 -0.703 -3.245
Br -3.543 -8.243 0.777
C -2.955 -6.627 -0.051
C -1.955 -5.887 0.552
C -1.537 -4.708 -0.050
C -2.114 -4.295 -1.244
C -3.112 -5.061 -1.836
C -3.546 -6.234 -1.240
C -1.674 -3.016 -1.913
O -2.099 -2.740 -3.032
O -0.835 -2.323 -1.233
H -1.505 -6.219 1.477
H -0.771 -4.098 0.414
H -3.536 -4.722 -2.772
H -4.323 -6.836 -1.691
I 2.582 -3.457 -1.018
I 1.861 -6.245 -2.374
N 1.336 -0.189 -1.563
C 2.333 0.625 -2.030
C 2.444 0.908 -3.402
C 3.459 1.726 -3.872
C 4.390 2.275 -2.995
C 4.301 1.985 -1.638
C 3.290 1.170 -1.157
H 1.718 0.478 -4.083
H 3.523 1.936 -4.933
H 5.180 2.916 -3.368
H 5.027 2.396 -0.945
H 3.220 0.924 -0.108
```

Summary:
2S+1: 4
Total charge: -2
LUMO level (alpha / beta), Eh: 0.1384 / 0.1091
HOMO level (alpha / beta), Eh: -0.037 / -0.112
Energy relative to the best compared isomer or geometry (same formula, charge and spin), kcal/mol: 25.7
HOMO-LUMO gap (alpha / beta), eV: 4.8 / 6.0



# 2
ORCA calculation (ωB97M-V/def2-TZVPD) on an isolated molecule of C17H23F3N6O at a distorted geometry.

```
50
Properties=species:S:1:pos:R:3
C -4.657 0.638 -0.285
C -3.578 1.212 -1.204
C -3.949 0.991 -2.675
N -2.263 0.698 -0.821
C -1.166 1.556 -1.220
C -2.012 -0.681 -1.190
C -0.959 -1.302 -0.346
N -0.152 -2.269 -0.730
N 0.575 -2.601 0.321
N 0.269 -1.899 1.331
N -0.705 -1.055 0.963
C -1.224 -0.061 1.856
C -0.102 0.905 2.285
O -0.177 2.099 2.098
N 0.921 0.284 2.895
C 2.155 0.967 3.210
C 3.345 0.314 2.498
C 3.093 0.074 1.034
C 2.628 1.089 0.204
C 2.397 0.852 -1.140
C 2.630 -0.399 -1.683
C 3.100 -1.412 -0.860
C 3.428 -2.752 -1.456
F 3.414 -3.752 -0.570
F 2.617 -3.098 -2.462
F 4.680 -2.748 -1.982
C 3.329 -1.181 0.488
H -4.387 0.790 0.757
H -4.806 -0.426 -0.455
H -5.601 1.142 -0.473
H -3.527 2.291 -1.019
H -4.105 -0.064 -2.885
H -4.867 1.525 -2.903
H -3.167 1.366 -3.331
H -1.067 1.654 -2.310
H -1.306 2.543 -0.782
H -0.235 1.144 -0.832
H -2.928 -1.262 -1.046
H -1.695 -0.806 -2.238
H -1.635 -0.551 2.744
H -1.995 0.502 1.325
H 0.945 -0.730 2.879
H 2.025 2.008 2.905
H 2.321 0.943 4.293
H 3.571 -0.640 2.978
H 4.216 0.964 2.617
H 2.439 2.072 0.608
H 2.040 1.652 -1.772
H 2.446 -0.594 -2.728
H 3.682 -1.989 1.110
```

Summary:
LUMO level, Eh: 0.0250
HOMO level, Eh: -0.334
Energy relative to the best compared isomer or geometry (same formula, charge and spin), kcal/mol: 2.8
HOMO-LUMO gap, eV: 9.8



# 3
ORCA calculation (ωB97M-V/def2-TZVPD) on a structure of composition C24H38F6HfN6O5P3.

```
83
Properties=species:S:1:pos:R:3
Hf 1.363 0.184 -0.182
O 0.536 1.512 1.473
C 0.885 2.090 2.526
C 0.054 3.141 3.062
C 0.426 3.816 4.186
C 1.621 3.470 4.847
C 2.428 2.424 4.372
C 2.093 1.728 3.236
C 2.943 0.625 2.815
N 2.822 -0.077 1.759
C 3.822 -1.131 1.571
C 4.369 -0.967 0.169
N 3.221 -1.023 -0.741
C 3.406 -1.665 -1.849
C 2.448 -1.903 -2.880
C 2.888 -2.451 -4.097
C 2.002 -2.702 -5.115
C 0.647 -2.426 -4.917
C 0.189 -1.911 -3.720
C 1.080 -1.637 -2.681
O 0.647 -1.163 -1.521
H -0.850 3.375 2.515
H -0.187 4.618 4.571
H 1.918 4.009 5.736
H 3.330 2.163 4.913
H 3.761 0.401 3.502
H 3.325 -2.100 1.661
H 4.617 -1.071 2.316
H 5.091 -1.752 -0.057
H 4.865 0.001 0.074
H 4.398 -2.082 -2.034
H 3.943 -2.661 -4.229
H 2.345 -3.109 -6.056
H -0.056 -2.621 -5.716
H -0.862 -1.703 -3.569
C -2.000 1.053 -3.403
N -2.517 0.492 -2.147
C -3.932 0.114 -2.184
P -1.834 0.926 -0.729
O -0.383 1.227 -0.949
O -2.104 -0.330 0.223
P -1.309 -1.455 1.060
O 0.163 -1.103 1.056
N -1.842 -1.472 2.585
C -1.107 -0.827 3.673
C -3.233 -1.805 2.896
N -1.799 -2.831 0.366
C -2.029 -2.960 -1.075
C -1.573 -4.112 1.044
N -2.539 2.145 0.109
C -3.898 2.017 0.639
C -2.197 3.510 -0.319
H -2.183 0.335 -4.202
H -0.930 1.226 -3.323
H -2.502 1.988 -3.664
H -4.078 -0.629 -2.969
H -4.576 0.970 -2.401
H -4.236 -0.329 -1.237
H -0.061 -0.721 3.400
H -1.179 -1.450 4.564
H -1.525 0.157 3.901
H -3.701 -2.305 2.052
H -3.802 -0.904 3.137
H -3.262 -2.472 3.758
H -2.129 -1.983 -1.538
H -2.946 -3.530 -1.235
H -1.199 -3.484 -1.551
H -1.450 -3.962 2.113
H -0.685 -4.610 0.651
H -2.436 -4.756 0.876
H -4.089 0.996 0.961
H -4.654 2.309 -0.094
H -3.998 2.674 1.503
H -1.157 3.559 -0.635
H -2.339 4.183 0.527
H -2.839 3.859 -1.132
F 2.621 1.956 -0.140
P 2.998 2.509 -1.846
F 1.611 3.263 -1.756
F 2.086 1.090 -2.182
F 3.211 2.802 -3.352
F 4.256 1.551 -1.726
F 3.776 3.715 -1.242
```

Summary:
2S+1: 2
Total charge: +2
LUMO level (alpha / beta), Eh: -0.2161 / -0.3119
HOMO level (alpha / beta), Eh: -0.491 / -0.491
Energy relative to the best compared isomer or geometry (same formula, charge and spin), kcal/mol: 0.0
HOMO-LUMO gap (alpha / beta), eV: 7.5 / 4.9



> The highest energy relative to the best compared isomer or geometry (same formula, charge and spin) belongs to which entry?

C28H43BrGeI2N3O5Si3Ti



> Look up the energy relative to the best compared isomer or geometry (same formula, charge and spin) of the first one.

25.7 kcal/mol